[1]
{"formula": "C2H3BrClIO", "method": "the ωB97M-V functional and the def2-TZVPD basis", "elements": ["C", "C", "O", "Cl", "Br", "I", "H", "H", "H"], "coordinates": [[-0.019512, 0.157318, 0.675999], [1.089227, 0.565615, -0.219312], [0.698401, 0.200386, -1.617915], [-1.560076, 1.052202, 0.075814], [1.610630, 2.348899, 0.103158], [2.892066, -0.719108, 0.027247], [-0.159828, -0.842575, 0.466222], [0.088509, 0.476453, 1.710524], [-0.129428, 0.699500, -2.038520]], "atomic_forces_ev_per_a": [[-0.9319, 2.4445, -0.0074], [-0.0969, -1.2461, -3.0726], [-0.8128, 1.8078, 0.5032], [0.8500, -0.6563, 0.5835], [0.1507, 0.8982, -0.2820], [-0.9897, 0.4272, 0.0783], [-0.7530, -2.1688, 0.1866], [0.1091, -0.4220, -0.1202], [2.4744, -1.0845, 2.1305]], "mulliken_charge": [-0.41, -0.14, -0.45, -0.20, -0.03, 0.12, 0.36, 0.39, 0.36], "spin_multiplicity": 1, "relative_energy_ev": 0.2775, "total_charge": 0, "fmax_ev_per_a": 3.4}

[2]
{"formula": "C5H3BrN2OS", "method": "the ωB97M-V functional and the def2-TZVPD basis", "elements": ["N", "C", "C", "S", "C", "O", "N", "C", "C", "Br", "H", "H", "H"], "coordinates": [[0.175382, 2.621767, 2.302043], [-0.070198, 2.011679, 1.375683], [-0.311908, 1.147270, 0.263575], [-0.309674, 1.907086, -1.282148], [-0.264946, 0.293768, -2.222955], [-0.328978, -0.011821, -3.375959], [-0.177034, -0.624890, -1.198708], [-0.221028, -0.203941, 0.130216], [0.123299, -1.175758, 1.170569], [2.078750, -1.292127, 1.224734], [-0.051753, -1.520706, -1.419540], [-0.204776, -2.196432, 0.855130], [-0.437137, -0.955895, 2.177360]], "atomic_forces_ev_per_a": [[0.2827, 1.1424, 1.3425], [-0.4783, -2.0509, -1.1274], [0.3070, -0.4522, -0.5049], [-0.3033, 0.0996, -2.0736], [-0.0953, 0.1684, 1.6246], [0.0982, 0.8927, -0.1464], [-0.7755, 4.2355, 1.9967], [0.3719, 0.8881, -0.4734], [-1.6127, -1.1353, 1.3854], [-0.2491, 0.0123, 0.4551], [0.4968, -4.3941, -1.0780], [0.2518, 0.8096, 0.3623], [1.7056, -0.2162, -1.7629]], "mulliken_charge": [-0.38, 0.00, 0.70, -0.20, 0.47, -0.53, -0.04, -0.02, -0.81, -0.08, 0.09, 0.40, 0.40], "spin_multiplicity": 1, "relative_energy_ev": 0.0000, "smiles": "N#Cc1sc(=O)[nH]c1CBr", "total_charge": 0, "fmax_ev_per_a": 4.7}

[3]
{"formula": "C19H20N2O2PdSSi2", "method": "the ωB97M-V functional and the def2-TZVPD basis", "elements": ["Pd", "C", "Si", "C", "C", "C", "C", "C", "C", "C", "Si", "C", "C", "H", "H", "H", "H", "H", "H", "H", "H", "H", "H", "H", "H", "H", "H", "H", "H", "O", "C", "N", "C", "O", "C", "C", "C", "C", "C", "C", "H", "H", "H", "H", "S", "C", "N"], "coordinates": [[0.340847, 0.137133, -0.050292], [-0.746081, 1.324010, 3.235510], [0.068911, -0.013396, 2.239613], [1.740342, -0.480742, 2.911023], [-1.045499, -1.533847, 2.226776], [-1.415841, -2.065395, 3.465584], [-2.234189, -3.179386, 3.556855], [-2.700516, -3.784654, 2.399105], [-2.337169, -3.270248, 1.165280], [-1.512095, -2.146964, 1.060070], [-1.072010, -1.551375, -0.672270], [-0.095899, -2.877810, -1.535390], [-2.630177, -1.046900, -1.555220], [-0.847510, 0.899534, 4.239642], [-1.724586, 1.578787, 2.841552], [-0.145363, 2.231393, 3.314447], [1.555746, -0.821453, 3.936236], [2.441034, 0.353587, 2.945423], [2.197276, -1.286059, 2.339799], [-1.064224, -1.606369, 4.384589], [-2.507433, -3.574351, 4.526858], [-3.342415, -4.654095, 2.458378], [-2.711768, -3.758750, 0.270559], [-0.756427, -3.750107, -1.576581], [0.804567, -3.136948, -0.980436], [0.192798, -2.614617, -2.553024], [-3.269595, -1.933399, -1.608785], [-2.457667, -0.690124, -2.571632], [-3.149770, -0.276646, -0.991213], [-2.795681, 1.315832, 0.955871], [-2.256687, 1.835692, 0.003231], [-1.056605, 1.443667, -0.557886], [-0.803391, 2.163461, -1.726432], [0.125052, 1.962568, -2.471518], [-1.895847, 3.173685, -1.859858], [-2.089057, 4.166682, -2.797853], [-3.215888, 4.968497, -2.643850], [-4.102162, 4.773819, -1.586211], [-3.894707, 3.767808, -0.646935], [-2.776364, 2.977246, -0.812092], [-1.388515, 4.313070, -3.608734], [-3.410251, 5.759332, -3.356432], [-4.965477, 5.419855, -1.495380], [-4.573057, 3.611323, 0.180929], [4.724764, 0.894319, -0.969225], [3.320292, 0.228578, -0.583419], [2.300629, -0.287495, -0.286126]], "atomic_forces_ev_per_a": [[1.6109, 1.6967, -1.5922], [0.3418, 0.3057, -0.2498], [-0.6429, -0.9523, 0.2803], [0.0129, 0.2090, -0.0403], [0.0657, 0.1166, 0.2146], [0.0123, 0.0140, 0.0199], [-0.0108, -0.0232, -0.0103], [0.0085, 0.0003, 0.0257], [-0.0158, -0.0129, -0.0286], [-0.0377, -0.1048, -0.2223], [-0.6690, -0.4825, 0.9201], [0.1096, 0.2902, -0.1975], [0.2252, 0.0011, -0.2227], [-0.0318, 0.0182, 0.0053], [-0.0512, -0.0906, 0.0698], [0.0423, -0.0243, 0.0314], [0.0625, -0.0128, 0.0033], [-0.0101, 0.0219, -0.0025], [-0.0520, -0.0267, -0.0042], [0.0044, 0.0089, -0.0071], [-0.0049, 0.0027, 0.0020], [-0.0032, -0.0007, -0.0018], [0.0072, 0.0052, -0.0068], [0.0388, -0.0272, -0.0057], [-0.0300, -0.0064, 0.0564], [-0.0275, 0.0081, -0.0143], [-0.0155, 0.0139, -0.0157], [0.0272, -0.0128, -0.0077], [-0.0866, -0.0982, 0.0537], [0.0065, -0.0278, -0.0303], [-0.0729, 0.0128, -0.0419], [-0.7147, -0.1944, 0.5624], [0.0456, -0.0205, 0.0257], [0.0315, -0.0622, 0.0220], [0.0094, 0.0659, -0.0606], [-0.0039, -0.0416, 0.0373], [-0.0334, 0.0147, 0.0020], [0.0031, 0.0064, -0.0227], [0.0246, -0.0229, -0.0103], [0.0322, 0.0385, 0.0145], [-0.0062, -0.0071, -0.0116], [0.0028, 0.0087, 0.0072], [-0.0023, 0.0013, -0.0040], [-0.0091, -0.0105, -0.0048], [-0.0174, -0.0279, -0.0013], [0.0990, -0.0439, 0.0853], [-0.2750, -0.5267, 0.3781]], "mulliken_charge": [-0.17, -1.14, 0.82, -1.14, 0.78, -0.55, -0.75, -0.73, -0.47, 0.28, 0.82, -1.16, -1.13, 0.38, 0.32, 0.42, 0.39, 0.39, 0.29, 0.30, 0.39, 0.39, 0.30, 0.36, 0.28, 0.37, 0.46, 0.40, 0.23, -0.63, -0.20, 0.42, -0.12, -0.58, 0.27, -0.49, -0.45, -0.50, -0.42, 0.35, 0.50, 0.40, 0.40, 0.50, -0.41, 0.57, -0.74], "spin_multiplicity": 1, "relative_energy_ev": 0.3458, "total_charge": 0, "fmax_ev_per_a": 2.8}